{"formula": "C51H49ClN8O2P2SbSe6Ta", "method": "wB97M-V/def2-TZVPD", "homo_lumo_gap_ev": 5.04, "e_lumo_ev": -1.38, "e_tot_ev": -500966.1451, "symbols": ["Ta", "Se", "P", "C", "C", "C", "C", "C", "C", "C", "C", "C", "C", "C", "C", "C", "C", "N", "N", "N", "P", "Se", "C", "C", "C", "C", "C", "C", "C", "C", "C", "C", "C", "C", "H", "H", "H", "H", "H", "H", "H", "H", "H", "H", "H", "H", "H", "H", "H", "H", "H", "H", "H", "H", "O", "C", "C", "C", "C", "C", "C", "C", "N", "C", "C", "N", "H", "H", "H", "H", "H", "H", "H", "C", "C", "C", "C", "C", "O", "C", "C", "C", "C", "C", "C", "Cl", "C", "C", "C", "N", "C", "N", "C", "N", "H", "H", "H", "H", "H", "H", "H", "H", "H", "H", "H", "H", "H", "H", "H", "H", "H", "H", "H", "H", "H", "H", "Se", "Sb", "Se", "Se", "Se"], "coordinates": [[0.084, -0.084, 0.533], [-4.502, -4.582, 4.072], [-4.309, -5.512, 2.159], [-5.841, -5.684, 1.231], [-6.234, -6.905, 0.697], [-7.299, -6.957, -0.192], [-7.955, -5.793, -0.557], [-7.570, -4.573, -0.015], [-6.516, -4.517, 0.877], [-3.499, -7.127, 2.172], [-3.661, -7.974, 3.264], [-3.006, -9.196, 3.289], [-2.183, -9.563, 2.232], [-2.019, -8.715, 1.145], [-2.678, -7.495, 1.108], [-3.288, -4.409, 1.216], [-2.685, -3.235, 1.672], [-2.158, -2.634, 0.599], [-2.430, -3.365, -0.449], [-3.120, -4.447, -0.110], [-2.213, -2.661, 3.242], [-0.616, -0.987, 2.795], [-1.141, -3.748, 4.195], [-0.425, -3.268, 5.290], [0.358, -4.138, 6.032], [0.460, -5.472, 5.662], [-0.192, -5.930, 4.526], [-0.990, -5.070, 3.790], [-3.364, -1.593, 4.115], [-4.308, -0.957, 3.310], [-5.067, 0.077, 3.828], [-4.873, 0.494, 5.138], [-3.937, -0.143, 5.938], [-3.173, -1.183, 5.428], [-5.709, -7.813, 0.963], [-7.602, -7.907, -0.611], [-8.764, -5.832, -1.275], [-8.079, -3.664, -0.306], [-6.203, -3.567, 1.295], [-4.286, -7.666, 4.094], [-3.134, -9.859, 4.135], [-1.666, -10.514, 2.257], [-1.378, -9.001, 0.322], [-2.556, -6.831, 0.259], [-0.445, -2.216, 5.543], [0.890, -3.772, 6.900], [1.064, -6.151, 6.249], [-0.092, -6.961, 4.211], [-1.479, -5.427, 2.895], [-4.438, -1.272, 2.281], [-5.802, 0.567, 3.203], [-5.451, 1.319, 5.534], [-3.786, 0.178, 6.960], [-2.458, -1.682, 6.067], [-1.177, 1.346, 0.366], [-1.986, 1.589, -0.708], [-3.318, 1.217, -0.699], [-4.033, 1.252, -1.883], [-3.444, 1.741, -3.043], [-2.127, 2.154, -3.025], [-1.353, 2.022, -1.869], [0.110, 1.906, -1.940], [0.973, 1.515, -0.979], [2.139, 1.168, -1.639], [1.990, 1.343, -2.970], [0.718, 1.816, -3.131], [-3.747, 0.844, 0.222], [-5.036, 0.848, -1.914], [-3.974, 1.703, -3.984], [-1.688, 2.518, -3.944], [3.002, 0.809, -1.106], [2.619, 1.107, -3.809], [0.237, 1.801, -4.027], [2.884, 1.465, 5.345], [4.318, 2.000, 5.479], [5.273, 0.806, 5.505], [4.365, 2.717, 6.839], [4.711, 3.016, 4.348], [3.794, 4.107, 4.338], [6.158, 3.588, 4.548], [7.289, 3.305, 3.536], [7.898, 1.924, 3.575], [8.606, 1.502, 4.698], [9.169, 0.239, 4.764], [9.034, -0.619, 3.683], [9.731, -2.206, 3.757], [8.367, -0.217, 2.540], [7.810, 1.055, 2.494], [4.665, 2.459, 2.921], [3.424, 1.855, 2.444], [3.332, 0.709, 1.773], [2.079, 0.545, 1.396], [1.439, 1.644, 1.854], [2.223, 2.473, 2.496], [2.601, 0.994, 6.288], [2.787, 0.699, 4.575], [2.176, 2.265, 5.136], [4.992, 0.137, 6.320], [6.310, 1.097, 5.663], [5.228, 0.225, 4.580], [4.215, 1.982, 7.631], [3.559, 3.448, 6.929], [5.311, 3.218, 7.044], [3.913, 4.617, 5.147], [6.527, 3.309, 5.535], [6.034, 4.672, 4.559], [8.079, 4.022, 3.773], [6.979, 3.541, 2.518], [8.725, 2.175, 5.540], [9.717, -0.080, 5.639], [8.295, -0.886, 1.693], [7.318, 1.379, 1.583], [5.427, 1.689, 2.824], [4.892, 3.270, 2.231], [4.151, 0.033, 1.590], [0.370, 1.780, 1.841], [0.355, -3.800, -4.015], [-1.184, -2.030, -4.230], [-0.400, -1.224, -1.509], [-3.497, -2.172, -3.779], [-0.529, -0.052, -5.450]]}



{"formula": "C51H49I2N5O10P", "method": "wB97M-V/def2-TZVPD", "homo_lumo_gap_ev": 5.61, "e_lumo_ev": 0.27, "relative_energy_kj_mol": 0.0, "e_tot_ev": -107101.8125, "total_charge": -1, "symbols": ["C", "C", "O", "C", "C", "O", "C", "C", "N", "C", "C", "C", "N", "C", "C", "I", "C", "C", "I", "C", "C", "O", "O", "C", "P", "N", "O", "O", "C", "N", "C", "C", "C", "C", "C", "C", "N", "H", "H", "H", "H", "H", "H", "H", "H", "H", "H", "H", "H", "H", "H", "H", "H", "H", "H", "H", "H", "H", "H", "H", "H", "H", "H", "H", "H", "H", "H", "H", "H", "H", "C", "C", "C", "C", "C", "C", "C", "O", "C", "C", "C", "C", "C", "C", "C", "O", "H", "H", "H", "H", "H", "H", "H", "H", "C", "C", "C", "C", "C", "C", "C", "O", "C", "C", "C", "C", "C", "C", "C", "O", "H", "H", "H", "H", "H", "H", "H", "H"], "coordinates": [[4.632, 4.251, 3.532], [3.420, 4.095, 2.645], [3.729, 4.510, 1.321], [2.958, 3.860, 0.332], [3.774, 2.739, -0.300], [2.897, 1.846, -0.957], [3.195, 0.478, -0.767], [2.851, 0.071, 0.647], [1.564, 0.066, 0.887], [1.147, -0.222, 2.133], [-0.246, -0.200, 2.400], [-1.189, 0.135, 1.283], [-1.350, -1.008, 0.379], [-0.672, -0.508, 3.647], [-2.119, -0.519, 3.968], [-2.909, 1.366, 4.424], [-2.867, -1.611, 4.018], [-4.312, -1.666, 4.423], [-2.035, -3.462, 3.515], [0.245, -0.831, 4.708], [-0.398, -1.142, 6.063], [-0.935, -0.158, 6.601], [-0.337, -2.327, 6.391], [1.595, -0.813, 4.480], [2.700, -1.105, 5.906], [2.379, -0.262, 7.151], [4.207, -0.824, 5.410], [2.741, -2.686, 6.201], [2.067, -0.530, 3.164], [3.392, -0.565, 2.866], [3.791, -0.258, 1.652], [5.279, -0.309, 1.431], [5.766, -1.766, 1.284], [6.256, -2.362, 2.611], [5.836, -3.823, 2.830], [5.181, -4.087, 4.192], [5.913, -3.626, 5.370], [5.384, 3.492, 3.318], [5.089, 5.231, 3.401], [4.332, 4.151, 4.574], [3.090, 3.051, 2.647], [2.592, 4.694, 3.040], [2.690, 4.594, -0.430], [2.027, 3.451, 0.731], [4.481, 3.175, -1.013], [4.349, 2.252, 0.492], [2.504, -0.062, -1.416], [4.206, 0.202, -1.078], [-2.146, 0.487, 1.674], [-0.763, 0.964, 0.711], [-2.188, -0.921, -0.180], [-1.392, -1.877, 0.894], [-4.786, -2.544, 3.990], [-4.362, -1.772, 5.508], [-4.835, -0.772, 4.095], [1.563, 0.328, 7.039], [4.392, -1.260, 4.566], [3.589, -3.067, 5.945], [5.713, 0.104, 2.343], [5.608, 0.318, 0.607], [6.576, -1.792, 0.554], [4.945, -2.367, 0.893], [7.347, -2.339, 2.620], [5.943, -1.740, 3.449], [6.683, -4.501, 2.707], [5.101, -4.113, 2.075], [5.050, -5.165, 4.294], [4.202, -3.603, 4.193], [5.825, -2.629, 5.522], [6.894, -3.861, 5.312], [-0.568, 5.290, -8.833], [0.643, 4.632, -9.020], [1.154, 3.820, -8.022], [0.460, 3.667, -6.828], [-0.746, 4.341, -6.634], [-1.261, 5.145, -7.643], [-1.494, 4.226, -5.346], [-2.547, 4.809, -5.189], [-0.902, 3.384, -4.274], [-1.549, 3.301, -3.048], [-1.021, 2.510, -2.040], [0.151, 1.793, -2.250], [0.803, 1.877, -3.469], [0.287, 2.675, -4.481], [1.021, 2.772, -5.772], [2.044, 2.150, -5.971], [-0.969, 5.919, -9.617], [1.188, 4.754, -9.947], [2.091, 3.299, -8.157], [-2.201, 5.654, -7.483], [-2.462, 3.859, -2.893], [-1.523, 2.449, -1.083], [0.551, 1.174, -1.458], [1.719, 1.329, -3.641], [-5.790, 0.575, -4.359], [-6.854, 0.195, -5.170], [-7.552, -0.971, -4.903], [-7.183, -1.769, -3.827], [-6.104, -1.396, -3.023], [-5.415, -0.219, -3.288], [-5.661, -2.253, -1.886], [-4.729, -1.929, -1.185], [-6.396, -3.527, -1.645], [-5.970, -4.363, -0.621], [-6.647, -5.545, -0.371], [-7.755, -5.891, -1.138], [-8.181, -5.062, -2.161], [-7.499, -3.880, -2.424], [-7.957, -3.013, -3.547], [-8.925, -3.311, -4.215], [-5.250, 1.489, -4.566], [-7.138, 0.812, -6.012], [-8.383, -1.273, -5.524], [-4.587, 0.064, -2.653], [-5.111, -4.081, -0.027], [-6.313, -6.197, 0.425], [-8.286, -6.812, -0.936], [-9.038, -5.322, -2.765]]}



{"formula": "C51H50LuN7O5P2S3", "method": "wB97M-V/def2-TZVPD", "homo_lumo_gap_ev": [2.72, 2.48], "e_lumo_ev": [-0.66, -0.76], "e_tot_ev": -159064.6090, "symbols": ["Lu", "N", "C", "C", "C", "C", "N", "C", "N", "N", "C", "O", "O", "H", "H", "H", "H", "H", "H", "H", "H", "H", "H", "H", "H", "H", "H", "O", "C", "C", "C", "C", "C", "C", "P", "C", "C", "C", "C", "C", "C", "C", "C", "C", "C", "C", "C", "C", "C", "C", "C", "C", "C", "P", "C", "C", "C", "C", "C", "C", "C", "C", "C", "C", "C", "C", "H", "H", "H", "H", "H", "H", "H", "H", "H", "H", "H", "H", "H", "H", "H", "H", "H", "H", "H", "H", "H", "H", "H", "H", "H", "H", "H", "H", "S", "N", "C", "C", "C", "C", "C", "C", "S", "O", "O", "N", "C", "S", "C", "C", "N", "H", "H", "H", "H", "H", "H", "H", "H"], "coordinates": [[-15.999, 16.718, 2.409], [-19.612, 17.358, 4.988], [-18.335, 17.768, 5.562], [-18.539, 19.106, 6.369], [-17.506, 19.560, 7.392], [-16.843, 18.524, 8.302], [-15.498, 18.313, 7.815], [-14.668, 17.371, 8.272], [-14.989, 16.520, 9.271], [-13.512, 17.079, 7.668], [-17.389, 17.555, 4.342], [-16.151, 17.332, 4.582], [-17.803, 17.854, 3.210], [-20.292, 17.342, 5.742], [-19.541, 16.428, 4.571], [-18.076, 17.013, 6.332], [-19.504, 18.924, 6.862], [-18.695, 19.933, 5.698], [-18.013, 20.315, 8.016], [-16.767, 20.167, 6.861], [-17.421, 17.584, 8.331], [-16.796, 18.900, 9.342], [-15.243, 18.845, 7.000], [-15.931, 16.375, 9.567], [-14.259, 15.998, 9.729], [-13.186, 17.685, 6.702], [-12.917, 16.305, 8.132], [-12.030, 18.451, 0.687], [-12.150, 18.049, -0.620], [-11.295, 18.520, -1.627], [-11.620, 18.295, -2.977], [-12.782, 17.563, -3.293], [-13.544, 16.984, -2.282], [-13.155, 17.082, -0.928], [-13.866, 15.963, 0.321], [-12.500, 15.217, 1.226], [-12.095, 15.836, 2.408], [-10.971, 15.428, 3.099], [-10.251, 14.312, 2.656], [-10.680, 13.676, 1.485], [-11.753, 14.128, 0.753], [-14.794, 14.717, -0.665], [-14.187, 13.809, -1.695], [-15.030, 13.310, -2.775], [-16.337, 13.677, -2.907], [-16.874, 14.631, -2.008], [-16.143, 15.160, -0.970], [-11.577, 19.799, 0.974], [-10.259, 20.038, 1.195], [-9.788, 21.385, 1.251], [-10.665, 22.465, 1.349], [-12.031, 22.124, 1.245], [-12.511, 20.815, 1.184], [-14.112, 20.342, 1.775], [-14.521, 21.656, 2.997], [-13.960, 21.536, 4.273], [-14.525, 22.170, 5.394], [-15.647, 22.982, 5.245], [-16.145, 23.196, 3.945], [-15.521, 22.621, 2.829], [-15.304, 20.755, 0.515], [-14.960, 21.069, -0.815], [-15.858, 20.769, -1.851], [-17.169, 20.405, -1.568], [-17.545, 20.249, -0.206], [-16.656, 20.513, 0.817], [-10.407, 19.114, -1.355], [-10.995, 18.657, -3.804], [-13.183, 17.447, -4.300], [-14.444, 16.425, -2.552], [-12.685, 16.668, 2.800], [-10.650, 16.032, 3.983], [-9.389, 14.005, 3.222], [-10.120, 12.806, 1.148], [-12.019, 13.682, -0.192], [-13.117, 13.948, -1.877], [-14.542, 12.655, -3.511], [-16.932, 13.229, -3.704], [-17.882, 15.036, -2.162], [-16.566, 15.879, -0.267], [-9.582, 19.221, 1.236], [-8.710, 21.572, 1.270], [-10.340, 23.502, 1.419], [-12.790, 22.912, 1.153], [-13.059, 20.938, 4.323], [-14.060, 22.070, 6.403], [-16.089, 23.490, 6.099], [-17.006, 23.859, 3.810], [-15.773, 22.937, 1.813], [-13.961, 21.490, -1.022], [-15.495, 20.809, -2.874], [-17.913, 20.232, -2.336], [-18.561, 19.869, 0.041], [-17.006, 20.442, 1.828], [-14.431, 12.956, -0.085], [-19.597, 9.079, 1.538], [-19.035, 10.268, 2.002], [-19.089, 10.535, 3.427], [-18.626, 11.747, 3.922], [-18.086, 12.723, 3.029], [-17.876, 12.384, 1.684], [-18.406, 11.194, 1.160], [-17.523, 14.311, 3.549], [-17.903, 15.354, 2.542], [-18.118, 14.434, 4.889], [-15.910, 14.545, 3.527], [-15.220, 13.856, 4.464], [-15.617, 12.171, 5.008], [-14.142, 12.187, 5.913], [-13.539, 13.432, 5.810], [-14.152, 14.378, 5.082], [-19.921, 8.376, 2.178], [-19.342, 8.712, 0.610], [-19.401, 9.766, 4.131], [-18.686, 11.982, 5.001], [-17.291, 13.027, 1.044], [-18.326, 10.994, 0.091], [-13.764, 11.346, 6.547], [-12.559, 13.687, 6.144]]}



{"formula": "C51H50N2O4SbScSi", "method": "wB97M-V/def2-TZVPD", "homo_lumo_gap_ev": [6.96, 6.96], "e_lumo_ev": [-1.02, -1.02], "relative_energy_kj_mol": 250.2, "e_tot_ev": -99985.9897, "symbols": ["Sc", "O", "C", "C", "C", "C", "C", "C", "C", "O", "N", "N", "C", "C", "C", "C", "C", "C", "C", "O", "H", "H", "H", "H", "H", "H", "H", "H", "H", "H", "C", "C", "C", "C", "C", "C", "C", "Sb", "C", "C", "C", "C", "C", "C", "C", "C", "C", "C", "C", "C", "C", "C", "H", "H", "H", "H", "H", "H", "H", "H", "H", "H", "H", "H", "H", "H", "H", "H", "H", "H", "H", "H", "H", "C", "C", "C", "C", "Si", "O", "C", "C", "C", "C", "C", "C", "C", "C", "C", "C", "C", "C", "H", "H", "H", "H", "H", "H", "H", "H", "H", "H", "H", "H", "H", "H", "H", "H", "H", "H", "H"], "coordinates": [[-1.553, -1.776, 0.828], [2.029, -2.699, 4.819], [2.683, -1.864, 4.005], [4.078, -1.711, 4.233], [4.833, -0.783, 3.522], [4.225, -0.077, 2.480], [2.875, -0.248, 2.163], [2.110, -1.199, 2.837], [0.743, -1.556, 2.512], [0.300, -1.007, 1.399], [0.055, -2.449, 3.177], [-1.180, -2.515, 2.735], [-2.116, -3.047, 3.543], [-3.467, -2.577, 3.612], [-4.214, -2.803, 4.799], [-5.447, -2.112, 4.970], [-5.897, -1.193, 4.077], [-5.273, -1.062, 2.865], [-4.009, -1.683, 2.590], [-3.375, -1.364, 1.496], [1.102, -2.748, 4.333], [4.551, -2.272, 5.021], [5.874, -0.585, 3.743], [4.862, 0.475, 1.827], [2.359, 0.319, 1.391], [-1.799, -3.847, 4.236], [-3.687, -3.186, 5.603], [-5.997, -2.295, 5.904], [-6.744, -0.540, 4.367], [-5.693, -0.327, 2.112], [-3.159, 5.482, -1.245], [-2.193, 6.540, -1.797], [-2.718, 7.686, -2.468], [-1.777, 8.634, -2.878], [-0.415, 8.420, -2.849], [0.085, 7.307, -2.133], [-0.793, 6.360, -1.608], [-0.033, 4.575, -0.660], [2.163, 4.457, -1.354], [2.996, 3.736, -0.452], [4.150, 3.163, -0.954], [4.655, 3.480, -2.218], [3.836, 4.229, -3.060], [2.498, 4.535, -2.688], [1.611, 5.019, -3.810], [0.507, 4.907, 1.456], [0.074, 3.788, 2.223], [0.280, 3.824, 3.588], [1.114, 4.809, 4.187], [1.688, 5.781, 3.388], [1.325, 5.829, 1.988], [1.969, 6.955, 1.171], [-4.166, 5.897, -1.383], [-3.067, 5.226, -0.166], [-3.106, 4.553, -1.817], [-3.807, 7.777, -2.691], [-2.142, 9.529, -3.327], [0.250, 9.070, -3.334], [1.158, 7.228, -2.059], [2.623, 3.548, 0.557], [4.698, 2.533, -0.288], [5.689, 3.153, -2.447], [4.251, 4.473, -4.002], [2.045, 4.437, -4.667], [1.758, 6.078, -4.114], [0.542, 4.771, -3.724], [-0.614, 3.080, 1.733], [-0.055, 3.030, 4.190], [1.311, 4.704, 5.294], [2.360, 6.503, 3.833], [2.957, 7.114, 1.536], [1.398, 7.862, 1.214], [2.173, 6.696, 0.093], [-1.266, -7.464, -1.793], [-1.252, -6.435, -0.593], [-2.628, -6.437, 0.102], [0.038, -6.631, 0.289], [-0.937, -4.514, -1.186], [-1.661, -3.313, -0.273], [0.903, -4.316, -1.341], [1.555, -4.825, -2.482], [2.896, -4.596, -2.676], [3.593, -3.809, -1.796], [3.003, -3.377, -0.584], [1.662, -3.677, -0.331], [-1.667, -4.327, -2.888], [-0.936, -3.546, -3.811], [-1.388, -3.529, -5.182], [-2.531, -4.176, -5.556], [-3.330, -4.760, -4.575], [-2.934, -4.850, -3.250], [-1.100, -8.523, -1.480], [-0.459, -7.248, -2.450], [-2.242, -7.409, -2.325], [-2.762, -7.402, 0.559], [-3.510, -6.362, -0.637], [-2.841, -5.636, 0.843], [-0.064, -7.627, 0.837], [0.223, -5.869, 1.066], [0.942, -6.593, -0.292], [0.993, -5.344, -3.217], [3.351, -4.941, -3.592], [4.602, -3.497, -2.052], [3.586, -2.742, 0.060], [1.230, -3.388, 0.631], [-0.064, -2.989, -3.497], [-0.811, -3.062, -5.900], [-2.775, -4.145, -6.639], [-4.220, -5.276, -4.921], [-3.545, -5.408, -2.527]]}